(1)
The following is a quantum chemistry calculation of one molecule with the formula C4H5NO, from OMol25.

## Properties
2S+1: 1
energy above the lowest of the compared OMol25 structures with the same formula, charge and spin: 150.3 kJ/mol
net charge: 0
DFT total energy: -7764.9692 eV
highest occupied orbital energy: -9.903 eV
gap between HOMO and LUMO: 10.958 eV

Geometry as XYZ:
```
11
C4H5NO, DFT the ωB97M-V functional and the def2-TZVPD basis
H -1.64 -1.26 -2.15
H 0.59 1.22 2.01
H 0.87 -0.55 -1.80
O -2.00 -0.16 -0.44
C 1.05 0.56 1.26
C -1.19 -0.69 -1.35
C 0.03 0.23 0.21
H 1.36 -0.35 1.79
N -1.22 0.42 0.54
C 0.11 -0.45 -1.05
H 1.96 1.04 0.87
```

Partial atomic charges computed with the Mulliken method, in multiples of e: 0.414 0.324 0.314 -0.140 -1.019 -0.153 0.643 0.229 -0.397 -0.527 0.311

---

(2)
The following is a quantum chemistry calculation of C2H2IN3O as an isolated structure in a non-equilibrium geometry, from OMol25.

## Properties
2S+1: 1
energy above the lowest of the compared OMol25 structures with the same formula, charge and spin: 410.7 kJ/mol
net charge: 0
DFT total energy: -16718.4964 eV
highest occupied orbital energy (spin up / spin down): -9.200 / -8.877 eV
gap between HOMO and LUMO (spin up / spin down): 7.975 / 7.492 eV

Geometry as XYZ:
```
9
C2H2IN3O, DFT the ωB97M-V functional and the def2-TZVPD basis
H 1.74 1.95 0.96
C -1.86 -0.30 -0.50
N 1.89 0.92 0.90
N -0.95 0.54 -0.25
C 0.04 -0.22 0.21
H -2.64 -0.21 -1.21
O -1.51 -1.56 -0.21
I 3.45 0.34 -0.12
N -0.16 -1.47 0.22
```

Partial atomic charges computed with the Mulliken method, in multiples of e: 0.270 0.153 -0.540 -0.455 0.418 0.362 -0.141 0.218 -0.285

---

(3)
The following is a quantum chemistry calculation of C23H42F8O6S as an isolated structure in a non-equilibrium geometry, from OMol25.

## Properties
2S+1: 1
net charge: 0
DFT total energy: -69387.9166 eV
highest occupied orbital energy: -10.232 eV
gap between HOMO and LUMO: 10.585 eV

Geometry as XYZ:
```
80
C23H42F8O6S, DFT the ωB97M-V functional and the def2-TZVPD basis
H -6.88 -1.07 -3.64
C -1.03 -1.89 3.20
C 1.34 -1.83 3.21
F 0.77 0.56 2.74
O 0.16 -1.80 4.04
C -5.52 -1.02 -5.30
H -4.11 1.53 0.35
C -2.21 -1.13 3.94
F 1.55 1.45 5.37
H 4.19 1.84 -0.47
H -3.06 -1.07 -3.91
H 7.02 -0.76 -0.78
C -3.31 -3.00 -2.98
C 4.97 -0.11 -0.93
O -2.18 0.53 0.50
C -5.49 0.50 -5.47
H 6.95 0.63 -2.86
H -3.86 -3.46 -3.81
H 6.06 1.45 1.13
O -2.51 3.42 3.33
H 4.73 -0.50 0.07
C -2.54 0.30 3.33
H 3.02 2.94 5.39
C 5.13 1.41 -0.83
H 5.99 -0.35 -4.93
F 4.56 2.09 3.75
F 2.89 2.35 2.28
H -2.26 -3.27 -3.08
C -3.81 0.49 2.39
H 2.17 -2.43 3.70
H -4.49 -0.38 2.66
H 5.93 -1.93 -1.50
H 4.09 -0.32 -1.55
H 5.31 -1.70 -4.01
H -3.16 -1.75 3.92
C 5.60 -0.65 -3.95
H -1.87 -0.97 5.01
H -2.33 2.59 -0.19
C 3.21 1.74 3.50
C 3.15 0.15 3.39
H -1.28 -2.97 2.93
C 1.81 -0.40 2.71
H 7.54 -1.00 -3.13
H -4.55 -1.44 -5.60
C -4.92 -1.03 -2.79
O -2.92 1.07 4.55
H 1.06 -2.42 2.27
H -0.71 2.01 0.39
H -2.87 -1.07 -2.17
H 5.31 1.84 -1.82
C -3.47 -1.48 -2.98
H -6.46 0.94 -5.22
H -6.26 -1.43 -6.00
H -1.70 0.94 2.93
C 6.18 -0.86 -1.48
H -4.07 -0.29 0.35
C 6.64 -0.42 -2.87
H -5.26 0.76 -6.51
H 6.29 2.93 0.18
S -3.52 2.47 3.87
H -0.82 -1.36 2.21
F 2.12 -0.54 1.32
H -3.68 -3.43 -2.04
C -5.89 -1.46 -3.89
H -5.99 -2.55 -3.88
C 6.24 1.84 0.12
F 3.45 -0.50 4.60
F 1.51 3.36 4.10
H -5.28 -1.41 -1.83
C 2.34 2.37 4.68
H 4.70 -0.05 -3.77
C -1.65 1.69 -0.19
C -3.58 0.64 0.81
H -4.73 0.96 -4.84
H -1.29 1.37 -1.21
F 4.20 -0.21 2.52
H -4.93 0.07 -2.70
O -4.41 3.27 4.78
H 7.22 1.48 -0.21
O -4.52 1.73 2.75
```

Partial atomic charges computed with the Mulliken method, in multiples of e: 0.396 -0.075 -1.242 -0.256 -0.408 -0.410 0.484 -1.013 -0.220 0.300 0.289 0.339 -1.321 -0.006 -0.081 -1.173 0.241 0.303 0.181 -0.533 -0.130 0.491 0.252 -0.439 0.378 -0.330 -0.273 0.404 0.513 0.330 0.327 0.410 0.353 0.289 0.286 -1.174 0.341 0.381 0.812 0.426 0.323 1.185 0.376 0.241 -0.514 -0.570 0.443 0.072 0.025 0.354 0.021 0.292 0.373 0.256 -0.871 -0.139 -0.439 0.376 0.372 1.092 0.213 -0.304 0.297 -0.878 0.350 -1.157 -0.290 -0.243 0.331 0.035 0.281 -0.689 -0.525 0.275 0.237 -0.281 0.314 -0.632 0.354 -0.399

---

(4)
The following is a quantum chemistry calculation of C32H26BiO3SbSe4Si as an isolated structure, from OMol25.

## Properties
2S+1: 1
energy above the lowest of the compared OMol25 structures with the same formula, charge and spin: 0.0 kJ/mol
net charge: 0
DFT total energy: -321392.4935 eV
highest occupied orbital energy: -8.324 eV
gap between HOMO and LUMO: 7.129 eV

Geometry as XYZ:
```
68
C32H26BiO3SbSe4Si, DFT the ωB97M-V functional and the def2-TZVPD basis
C -0.60 2.25 0.00
O -0.12 -1.33 0.55
C -4.01 1.54 -3.05
C -3.17 -0.54 -3.93
C 2.43 -5.57 3.99
C -1.88 -0.13 -3.65
Si 0.10 1.71 -2.68
C 2.97 3.40 -5.10
O -1.29 -3.11 1.16
H -5.25 -0.02 -3.83
H 3.04 -6.41 4.28
C 1.33 -3.51 4.52
C 0.09 -2.15 2.84
H 0.40 3.54 -7.29
H 1.06 -2.76 5.26
Se 4.67 -2.03 -3.80
H -1.15 2.57 2.04
H -0.77 2.52 -5.39
C -0.62 2.96 1.18
C -2.71 1.94 -2.78
C 1.94 -5.49 2.69
C -1.06 -1.85 3.79
H -4.07 -1.09 6.09
H -1.06 -0.81 -3.88
H -1.67 -3.89 3.93
H 2.88 2.60 -3.12
C 0.70 4.69 0.15
H -3.35 -1.51 -4.36
C -2.42 -0.27 4.99
H 1.69 -1.21 3.52
C -1.34 -0.54 4.16
H 2.48 -4.64 5.92
C -4.24 0.30 -3.63
C -0.49 -2.24 1.41
C 0.95 2.51 -4.11
C 1.16 -4.41 2.31
H 0.78 -4.36 1.30
C 0.93 3.34 -6.37
Bi 1.68 -0.17 0.48
Sb 4.15 -0.67 -1.99
C 0.07 2.74 -1.13
H 4.02 3.63 -5.02
C 0.04 4.18 1.26
H -1.15 1.31 -0.07
C 2.28 3.66 -6.27
C -1.62 1.11 -3.07
H 0.03 4.74 2.19
H -4.83 2.19 -2.81
C -3.23 -1.30 5.44
H 2.18 -6.26 1.98
H -0.71 0.27 3.81
C 0.85 -3.41 3.22
C 0.71 3.97 -1.04
Se 4.96 1.41 -1.26
C 2.32 2.83 -4.02
Se 3.46 -2.04 0.05
H 1.23 4.37 -1.89
C -2.95 -2.61 5.06
H -2.63 0.75 5.28
C 2.12 -4.58 4.91
H -3.58 -3.41 5.41
C 0.28 2.77 -5.30
C -1.87 -2.88 4.24
O 1.03 -1.05 2.85
H 1.20 5.64 0.21
H -2.54 2.91 -2.32
H 2.80 4.10 -7.12
Se 1.35 -0.20 -2.19
```

Partial atomic charges computed with the Mulliken method, in multiples of e: -0.477 -0.404 -0.723 -0.725 -0.438 -0.484 0.892 -0.856 -0.589 0.381 0.417 -0.110 2.775 0.396 0.441 -0.496 0.498 0.395 -0.641 -0.069 -0.898 -0.642 0.401 0.358 0.485 0.396 -0.661 0.408 -0.873 0.377 -0.296 0.416 -0.388 0.001 0.287 -0.374 0.500 -0.686 0.790 0.702 0.454 0.430 -0.609 0.670 -0.402 0.412 0.404 0.393 -0.401 0.436 0.427 -0.239 -0.569 -0.510 -0.138 -0.333 0.413 -0.889 0.415 -0.937 0.404 -0.334 -0.221 -0.370 0.413 0.415 0.383 -0.604

---

(5)
The following is a quantum chemistry calculation of a 3-piece molecular cluster, C9H16BrN4 overall in a non-equilibrium geometry, from OMol25.

## Properties
2S+1: 1
energy above the lowest of the compared OMol25 structures with the same formula, charge and spin: 112.5 kJ/mol
net charge: +1
DFT total energy: -85583.6879 eV
highest occupied orbital energy: -12.958 eV
gap between HOMO and LUMO: 8.629 eV

Geometry as XYZ:
```
30
C9H16BrN4, DFT the ωB97M-V functional and the def2-TZVPD basis
C -1.23 0.74 -0.81
C -0.59 0.73 1.55
H -0.01 -2.67 1.97
H 2.22 3.66 0.22
N -1.36 -1.56 -0.96
N 0.58 -2.13 0.31
C 0.91 1.83 -0.15
Br -4.84 -0.37 0.38
C -1.43 -0.49 -1.67
H 1.86 -1.18 -0.98
H -0.62 0.11 2.42
H 2.09 -2.91 -0.71
H 1.49 0.57 1.44
H 3.08 2.12 0.17
H -1.16 1.61 1.70
N -1.18 -1.20 0.35
C 0.75 -2.80 1.34
H 0.01 1.94 -2.07
C 0.80 1.38 1.27
H 2.11 2.91 -1.42
C 0.00 1.60 -1.09
H 1.04 2.23 1.88
C 2.24 2.67 -0.32
H -2.12 1.30 -0.86
H 0.64 -2.49 -1.62
H -5.24 -1.43 -0.62
N -1.24 0.07 0.45
H -1.76 -0.52 -2.72
H 1.57 -3.57 1.37
C 1.38 -2.15 -0.83
```

Partial atomic charges computed with the Mulliken method, in multiples of e: -0.035 -1.067 0.337 0.333 -0.580 0.024 0.825 -0.242 -0.196 0.234 0.443 0.413 0.354 0.342 0.409 -0.106 -0.305 0.513 -0.715 0.354 -1.019 0.569 -1.399 0.467 0.299 0.232 0.657 0.491 0.242 -0.873

---

(6)
The following is a quantum chemistry calculation of a 2-piece molecular cluster, C4H10N4O3S overall in a non-equilibrium geometry, from OMol25.

## Properties
2S+1: 1
energy above the lowest of the compared OMol25 structures with the same formula, charge and spin: 108.7 kJ/mol
net charge: 0
DFT total energy: -27242.3156 eV
highest occupied orbital energy: -7.361 eV
gap between HOMO and LUMO: 5.449 eV

Geometry as XYZ:
```
22
C4H10N4O3S, DFT the ωB97M-V functional and the def2-TZVPD basis
S -1.81 1.05 -1.31
N 1.36 -0.29 -1.47
O -2.67 -0.47 1.90
H -1.09 -1.21 0.74
C -0.24 -0.64 0.35
H -0.98 1.74 -2.10
N 2.87 1.27 -0.69
H 3.56 0.55 -0.51
H 3.16 2.23 -0.78
C -0.64 0.81 0.11
N -2.56 -1.51 2.60
H 1.08 -0.02 -2.40
O -1.43 -2.07 2.67
H 0.46 2.50 -0.46
C 1.59 0.87 -0.74
N 0.62 1.56 -0.09
H 0.51 -0.64 1.15
C 0.38 -1.25 -0.88
H -0.37 -1.49 -1.64
H -1.16 1.18 0.99
O -3.53 -1.97 3.20
H 0.88 -2.19 -0.63
```

Partial atomic charges computed with the Mulliken method, in multiples of e: -0.129 -0.376 -0.658 0.189 -0.464 0.077 -0.308 0.264 0.247 -0.131 1.017 0.332 -0.674 0.372 0.296 -0.257 0.285 -0.622 0.417 0.467 -0.654 0.311